# 1
A cluster of 2 separate species, C4H8O2 in total at a distorted geometry. Source: the Open Molecules 2025 dataset; level of theory: ωB97M-V with the def2-TZVPD basis set.

Element x y z (Å)
C: 0.797 1.854 0.141
C: -0.456 1.829 -0.469
O: -0.750 1.565 -1.774
H: 0.985 2.371 1.058
H: 1.642 1.157 -0.187
H: -1.352 1.911 0.069
H: -0.646 2.404 -2.259
C: 0.045 -1.817 -0.410
C: -0.185 -1.445 0.859
O: 0.323 -2.225 1.930
H: -0.027 -1.114 -1.242
H: 0.252 -2.855 -0.582
H: -0.626 -0.489 1.000
H: -0.003 -3.146 1.868

Strongest force on any atom (eV/Å): 3.678
SMILES string: C=CO.C=CO
Energy relative to the best compared isomer or geometry (same formula, charge and spin) (eV): 3.943
2S+1: 1
Kohn-Sham gap (eV): 9.90

Here are the natural (NBO) charges for atoms 1 to 4, given in e: C -0.49; C 0.14; O -0.72; H 0.21



# 2
The molecule C4H5NO at a distorted geometry. Source: the Open Molecules 2025 dataset; level of theory: ωB97M-V with the def2-TZVPD basis set.

Element x y z (Å)
N: -1.169 1.072 0.124
C: -1.213 -0.282 0.263
O: -2.226 -0.884 0.565
C: 0.108 -1.032 0.001
C: 1.321 -0.229 0.131
C: 2.212 0.488 -0.247
H: -1.986 1.592 0.411
H: -0.286 1.556 0.074
H: 0.053 -1.984 0.534
H: 0.281 -1.299 -1.051
H: 2.921 0.992 -0.861

Strongest force on any atom (eV/Å): 1.095
SMILES string: C#CCC(N)=O
Energy relative to the best compared isomer or geometry (same formula, charge and spin) (eV): 1.670
2S+1: 1
Kohn-Sham gap (eV): 10.67

Here are the natural (NBO) charges for atoms 1 to 4, given in e: N -0.82; C 0.68; O -0.60; C -0.59



# 3
A cluster of 2 separate species, C21H29Cl2Si2 in total at a distorted geometry. Source: the Open Molecules 2025 dataset; level of theory: ωB97M-V with the def2-TZVPD basis set.

Element x y z (Å)
C: -1.229 3.090 1.490
Si: 0.383 2.509 0.722
C: 1.749 2.752 1.989
H: 0.265 0.971 0.320
C: 0.765 3.660 -0.723
Si: 0.895 2.718 -2.340
C: 1.308 3.873 -3.775
C: 2.248 1.407 -2.174
C: -0.784 1.915 -2.683
H: -1.151 4.136 1.801
H: -2.063 3.010 0.787
H: -1.473 2.494 2.374
H: 1.801 3.800 2.300
H: 1.563 2.148 2.882
H: 2.727 2.474 1.588
H: -0.021 4.434 -0.804
H: 1.700 4.218 -0.530
H: 1.404 3.307 -4.713
H: 0.521 4.626 -3.924
H: 2.253 4.411 -3.614
H: 2.314 0.806 -3.093
H: 3.233 1.876 -2.021
H: 2.091 0.709 -1.338
H: -0.743 1.326 -3.610
H: -1.116 1.232 -1.888
H: -1.578 2.666 -2.814
Cl: 0.099 -5.954 6.430
C: 0.282 -4.847 5.136
C: 1.482 -4.126 4.993
C: 1.634 -3.252 3.924
C: 0.599 -3.077 2.965
C: 0.800 -2.214 1.837
C: -0.203 -1.842 0.945
C: 0.055 -1.318 -0.319
C: -0.964 -1.337 -1.345
C: -0.622 -1.545 -2.707
C: -1.601 -1.538 -3.696
C: -2.942 -1.303 -3.343
Cl: -4.139 -1.220 -4.568
C: -3.311 -1.147 -1.995
C: -2.330 -1.170 -1.011
C: -0.611 -3.796 3.150
C: -0.768 -4.675 4.214
H: 2.279 -4.266 5.722
H: 2.558 -2.687 3.799
H: 1.807 -1.812 1.677
H: -1.248 -1.987 1.239
H: 1.088 -1.113 -0.620
H: 0.425 -1.714 -2.963
H: -1.343 -1.690 -4.740
H: -4.357 -1.001 -1.738
H: -2.616 -1.026 0.035
H: -1.422 -3.676 2.427
H: -1.691 -5.235 4.342

Net charge: +1
Strongest force on any atom (eV/Å): 1.400
2S+1: 1
Kohn-Sham gap (eV): 6.11

Here are the natural (NBO) charges for atoms 1 to 4, given in e: C -1.11; Si 1.45; C -1.11; H -0.24



# 4
A structure of composition C15H8Cl2F7IO3PS. Source: the Open Molecules 2025 dataset; level of theory: ωB97M-V with the def2-TZVPD basis set.

Element x y z (Å)
O: 0.920 -3.056 2.361
C: 1.432 -2.434 1.454
C: 2.802 -2.794 0.973
P: 3.298 -4.528 1.151
S: 3.982 -5.437 -0.427
C: 3.570 -1.824 0.468
Cl: 5.188 -2.015 -0.013
C: 3.034 -0.401 0.382
O: 3.776 0.529 0.540
C: 1.559 -0.310 0.168
C: 0.773 -1.321 0.733
C: -0.597 -1.306 0.606
C: -1.223 -0.307 -0.128
C: -2.732 -0.453 -0.232
F: -3.199 -1.151 0.849
F: -3.389 0.721 -0.231
C: -3.223 -1.244 -1.479
F: -4.571 -1.274 -1.457
F: -2.826 -0.606 -2.598
C: -2.727 -2.714 -1.623
F: -2.845 -3.405 -0.485
F: -3.465 -3.321 -2.556
F: -1.449 -2.746 -2.011
C: -0.465 0.713 -0.726
I: -1.273 2.274 -1.826
C: 0.942 0.712 -0.551
Cl: 1.883 1.952 -1.239
H: 2.127 -5.115 1.630
H: 4.181 -4.500 2.240
H: -1.165 -2.099 1.067
C: -0.956 6.526 0.112
C: -0.119 5.331 0.622
O: 0.203 4.444 -0.336
H: -1.894 6.169 -0.324
H: -1.201 7.230 0.923
H: -0.402 7.070 -0.658
H: -0.714 4.898 1.476
H: 0.764 5.792 1.146

Net charge: -1
Strongest force on any atom (eV/Å): 0.771
Energy relative to the best compared isomer or geometry (same formula, charge and spin) (eV): 0.000
2S+1: 1
Kohn-Sham gap (eV): 3.34

Here are the natural (NBO) charges for atoms 1 to 4, given in e: O -0.53; C 0.56; C -0.47; P 0.87



# 5
A structure of composition C26H28F8IrN5O4S2SbSe at a distorted geometry. Source: the Open Molecules 2025 dataset; level of theory: ωB97M-V with the def2-TZVPD basis set.

Element x y z (Å)
Ir: -1.546 1.454 1.486
F: -3.907 0.641 -2.802
C: -4.456 0.425 -1.620
F: -5.599 -0.213 -1.774
F: -4.672 1.608 -1.032
S: -3.272 -0.532 -0.570
O: -2.157 0.425 -0.389
O: -2.939 -1.717 -1.278
N: -4.172 -0.723 0.705
S: -3.622 -0.810 2.161
O: -2.151 -0.612 2.173
O: -4.149 -1.876 2.926
C: -4.287 0.755 2.940
F: -4.402 1.703 1.984
F: -5.447 0.564 3.515
F: -3.413 1.218 3.836
C: 0.164 1.944 -5.327
N: -0.202 0.572 -5.615
C: -0.244 -0.018 -6.866
C: -0.641 -1.292 -6.689
N: -0.838 -1.474 -5.332
C: -1.252 -2.711 -4.697
C: -0.558 -0.330 -4.673
Se: -0.636 -0.075 -2.849
H: 0.450 2.433 -6.255
H: 0.996 1.964 -4.625
H: -0.679 2.469 -4.882
H: 0.020 0.513 -7.762
H: -0.794 -2.080 -7.404
H: -1.769 -3.326 -5.429
H: -1.916 -2.489 -3.864
H: -0.384 -3.249 -4.317
N: 0.080 3.801 -0.065
N: -0.779 2.665 -0.145
H: 0.852 3.568 0.544
H: -0.432 4.555 0.377
H: -0.291 1.945 -0.686
H: -1.592 2.932 -0.696
C: 4.779 0.913 4.524
C: 3.982 2.006 4.216
C: 2.824 1.836 3.470
C: 2.476 0.565 3.031
C: 3.286 -0.531 3.310
C: 4.435 -0.350 4.064
Sb: 0.792 0.185 1.786
C: 0.345 -1.800 2.318
C: -0.253 -2.668 1.407
C: -0.693 -3.910 1.835
C: -0.551 -4.277 3.167
C: 0.023 -3.402 4.078
C: 0.460 -2.153 3.659
C: 1.925 0.109 -0.004
C: 2.057 -1.044 -0.767
C: 2.953 -1.063 -1.826
C: 3.703 0.063 -2.127
C: 3.563 1.221 -1.372
C: 2.669 1.247 -0.314
H: 5.668 1.046 5.126
H: 4.258 2.995 4.557
H: 2.206 2.690 3.242
H: 3.031 -1.516 2.939
H: 5.065 -1.200 4.292
H: -0.418 -2.365 0.378
H: -1.161 -4.586 1.132
H: -0.910 -5.241 3.500
H: 0.111 -3.682 5.119
H: 0.872 -1.455 4.378
H: 1.495 -1.934 -0.524
H: 3.077 -1.966 -2.408
H: 4.411 0.037 -2.945
H: 4.164 2.092 -1.595
H: 2.582 2.143 0.292
F: 0.288 3.356 2.619
C: -0.884 2.716 2.969
F: -0.478 1.848 3.992
H: -1.515 3.447 3.477

Net charge: +1
Strongest force on any atom (eV/Å): 3.443
Energy relative to the best compared isomer or geometry (same formula, charge and spin) (eV): 3.641
2S+1: 1
Kohn-Sham gap (eV): 4.89

Here are the Mulliken charges for atoms 1 to 4, given in e: Ir 2.80; F -0.16; C 0.52; F -0.19



# 6
The molecule C3H6N2O2 at a distorted geometry. Source: the Open Molecules 2025 dataset; level of theory: ωB97M-V with the def2-TZVPD basis set.

Element x y z (Å)
C: -0.898 -1.448 -0.103
C: -0.086 0.806 -0.068
C: 1.217 0.207 -0.582
N: -1.054 -0.244 0.175
N: 2.106 -0.060 0.513
O: 3.296 -0.086 0.265
O: -2.208 0.400 0.808
H: -1.727 -2.109 0.158
H: 0.072 1.327 0.880
H: -0.514 1.512 -0.785
H: 0.936 -0.797 -0.962
H: 1.681 0.783 -1.388
H: -2.821 -0.291 1.089

Strongest force on any atom (eV/Å): 1.917
Energy relative to the best compared isomer or geometry (same formula, charge and spin) (eV): 7.571
2S+1: 1
Kohn-Sham gap (eV): 8.99

Here are the natural (NBO) charges for atoms 1 to 4, given in e: C -0.13; C -0.24; C -0.39; N -0.09